Density functional theory data (ωB97M-V/def2-TZVPD) for a 14-piece molecular cluster, C56H124B6F24N12O4 overall at a distorted geometry.

CARTESIAN COORDINATES (ANGSTROEM)
C (17.28894, 27.95554, 21.04180)
C (16.89340, 26.65489, 21.74888)
N (16.34277, 25.62299, 20.93044)
C (15.85633, 24.43755, 21.40747)
C (15.19888, 23.82062, 20.43060)
N (15.34217, 24.67551, 19.27432)
C (16.09113, 25.72490, 19.63076)
C (14.65209, 24.50855, 18.05717)
H (16.47667, 28.36197, 20.44301)
H (18.14925, 27.78679, 20.39825)
H (17.67135, 28.70520, 21.73975)
H (16.16077, 26.85809, 22.51948)
H (17.72592, 26.26782, 22.28533)
H (16.06702, 24.19823, 22.40986)
H (14.52450, 22.98011, 20.39067)
H (16.53229, 26.50042, 18.99884)
H (14.99316, 25.26674, 17.34811)
H (13.57328, 24.68422, 18.15406)
H (14.77170, 23.56425, 17.56478)
C (18.95058, 27.22519, 25.27882)
C (19.90861, 26.23356, 25.96108)
N (19.26970, 24.88996, 26.03175)
C (18.81938, 24.10958, 25.03814)
C (18.29970, 22.98935, 25.49737)
N (18.30694, 23.14194, 26.89261)
C (18.93003, 24.25554, 27.20164)
C (17.92734, 22.07960, 27.82351)
H (17.92337, 27.30104, 25.68098)
H (18.81040, 26.90368, 24.22917)
H (19.51826, 28.18349, 25.22991)
H (20.13001, 26.63006, 26.96671)
H (20.84166, 26.17076, 25.37870)
H (18.84760, 24.24246, 23.96196)
H (17.92890, 22.07489, 25.08286)
H (19.05065, 24.57862, 28.19687)
H (18.71874, 21.35623, 27.85585)
H (17.05012, 21.59702, 27.37353)
H (17.74529, 22.56342, 28.75258)
C (10.97812, 16.51766, 27.74222)
C (12.45982, 16.77420, 27.60691)
N (12.70432, 18.02703, 26.82985)
C (12.72046, 19.30165, 27.29215)
C (12.93333, 20.17255, 26.26676)
N (12.81802, 19.37150, 25.12703)
C (12.79910, 18.08023, 25.46682)
C (12.91262, 19.77437, 23.72628)
H (10.51538, 16.53129, 26.74155)
H (10.62333, 17.39879, 28.24753)
H (10.74973, 15.56075, 28.19751)
H (12.93425, 15.99702, 27.05770)
H (12.87859, 16.93868, 28.61654)
H (12.74840, 19.33677, 28.37557)
H (13.17834, 21.21420, 26.12298)
H (12.79202, 17.25776, 24.77084)
H (13.46030, 20.65995, 23.59272)
H (11.95936, 19.99542, 23.26838)
H (13.35461, 18.90344, 23.25225)
C (16.40184, 14.72546, 19.66638)
C (17.69399, 13.91740, 19.88925)
N (17.60140, 13.04918, 21.09267)
C (16.52584, 12.27683, 21.45897)
C (16.95264, 11.46745, 22.46300)
N (18.30495, 11.78242, 22.67017)
C (18.61494, 12.83547, 21.92573)
C (19.12563, 11.20941, 23.80467)
H (15.57746, 14.06491, 19.44970)
H (16.60818, 15.40769, 18.82026)
H (16.20328, 15.23607, 20.59819)
H (18.52681, 14.62413, 20.07434)
H (17.80205, 13.26771, 19.00374)
H (15.55642, 12.35255, 21.00054)
H (16.60128, 10.62465, 23.03626)
H (19.52795, 13.39859, 21.91950)
H (18.50950, 11.37908, 24.69183)
H (20.02776, 11.76607, 24.02262)
H (19.35566, 10.16498, 23.63083)
C (9.49107, 17.11485, 17.11794)
C (10.22357, 18.23905, 17.93576)
N (11.48222, 17.78788, 18.67897)
C (11.19470, 16.58345, 19.49880)
C (12.57746, 17.44760, 17.64466)
C (14.05305, 17.43309, 18.10406)
C (11.94006, 18.96496, 19.58178)
C (10.88574, 19.92894, 20.10537)
O (9.95257, 19.28241, 20.91146)
C (8.90605, 20.01458, 21.43089)
H (10.09857, 16.79544, 16.24677)
H (8.56216, 17.45616, 16.74290)
H (9.30446, 16.27294, 17.76897)
H (9.49013, 18.67433, 18.71624)
H (10.54999, 19.03874, 17.33699)
H (10.44123, 16.80717, 20.25182)
H (12.12469, 16.27589, 19.98099)
H (10.85036, 15.75371, 18.84004)
H (12.40163, 18.20495, 16.91992)
H (12.29684, 16.48957, 17.19839)
H (14.59251, 16.70936, 17.49784)
H (14.10885, 17.02022, 19.12628)
H (14.50782, 18.41202, 18.11647)
H (12.62118, 19.51399, 18.94365)
H (12.40812, 18.57812, 20.48273)
H (10.48832, 20.52765, 19.29780)
H (11.40299, 20.55618, 20.82589)
H (8.47851, 19.32214, 22.19826)
H (8.11258, 20.32976, 20.78156)
H (9.22406, 20.88159, 22.03318)
C (15.33112, 19.91813, 20.78018)
C (16.58934, 19.12685, 20.89272)
N (17.43578, 19.52509, 22.07604)
C (16.62262, 19.54963, 23.38781)
C (18.59611, 18.54699, 22.20891)
C (18.14326, 17.17844, 22.65385)
C (18.05075, 20.88754, 21.91032)
C (18.59990, 21.12106, 20.50278)
O (17.52246, 21.57751, 19.72665)
C (17.79886, 22.17445, 18.43710)
H (15.54590, 20.97286, 20.77880)
H (14.50824, 19.70034, 21.49686)
H (14.87731, 19.58976, 19.81913)
H (17.23299, 19.38692, 20.08369)
H (16.44024, 18.05941, 20.93663)
H (15.74972, 20.19357, 23.23232)
H (17.26386, 19.95275, 24.14796)
H (16.27017, 18.54706, 23.60437)
H (19.18783, 19.06335, 22.94854)
H (19.13137, 18.49190, 21.26067)
H (18.96076, 16.47573, 22.73436)
H (17.31654, 16.70007, 22.07154)
H (17.74076, 17.23780, 23.66627)
H (18.81251, 21.12140, 22.64441)
H (17.28117, 21.59495, 22.19808)
H (19.12633, 20.21572, 20.10798)
H (19.34748, 21.91315, 20.57610)
H (18.38461, 23.05675, 18.62664)
H (16.84520, 22.43274, 17.95291)
H (18.44292, 21.50068, 17.87552)
C (16.51326, 19.45724, 10.92194)
C (15.55744, 19.51514, 12.13299)
N (16.22451, 20.03129, 13.48438)
C (15.12570, 20.07403, 14.53934)
C (17.40399, 19.08083, 13.91409)
C (18.16752, 19.47502, 15.11387)
C (16.90978, 21.49465, 13.25451)
C (15.91502, 22.50797, 12.79591)
O (15.50679, 23.31856, 13.92485)
C (14.31826, 24.02106, 13.75124)
H (17.04349, 20.39638, 10.64775)
H (15.84925, 19.13144, 10.07080)
H (17.23648, 18.64056, 11.02042)
H (15.27038, 18.45889, 12.31548)
H (14.70296, 20.14020, 11.91396)
H (15.47439, 20.48814, 15.47832)
H (14.38370, 20.76184, 14.20874)
H (14.73632, 19.12370, 14.81150)
H (17.95673, 18.98403, 13.00286)
H (16.88015, 18.11534, 14.05336)
H (18.73295, 18.65812, 15.56907)
H (17.47853, 19.72090, 15.91434)
H (18.88550, 20.25350, 14.89248)
H (17.75214, 21.32832, 12.56372)
H (17.22305, 21.75667, 14.26596)
H (14.99548, 22.10838, 12.33446)
H (16.37346, 23.14421, 12.03572)
H (13.97229, 24.42371, 14.67339)
H (13.52176, 23.41349, 13.36007)
H (14.45837, 24.94314, 13.13051)
C (25.54396, 22.45026, 22.28222)
C (24.18584, 23.06305, 22.78791)
N (23.37307, 22.20946, 23.66457)
C (22.10688, 23.05818, 23.82172)
C (23.00095, 20.80315, 23.08818)
C (22.03149, 20.84084, 21.98430)
C (23.97487, 21.88975, 25.04907)
C (24.86061, 22.98894, 25.71818)
O (24.19263, 24.21520, 26.10283)
C (25.09413, 25.04322, 26.85786)
H (25.37180, 21.58574, 21.60461)
H (26.19937, 22.11420, 23.09184)
H (26.07390, 23.20707, 21.73885)
H (23.53699, 23.33100, 21.94626)
H (24.46987, 24.00801, 23.29956)
H (21.73086, 23.33560, 22.84278)
H (22.33720, 23.94943, 24.37583)
H (21.36253, 22.55119, 24.37774)
H (22.71350, 20.17171, 23.91428)
H (23.99076, 20.35305, 22.74306)
H (21.82405, 19.77617, 21.60794)
H (22.60564, 21.23816, 21.13518)
H (21.16848, 21.45308, 22.15850)
H (24.65858, 21.05199, 24.88339)
H (23.12223, 21.56601, 25.68154)
H (25.65123, 23.28087, 24.99347)
H (25.31989, 22.46912, 26.59722)
H (24.55226, 25.62653, 27.56812)
H (25.74872, 25.67954, 26.22386)
H (25.71277, 24.36740, 27.44591)
B (18.41784, 17.31685, 18.02517)
F (18.63112, 16.88207, 19.36731)
F (19.19257, 16.55376, 17.17121)
F (17.06327, 17.14363, 17.78051)
F (18.75443, 18.68820, 17.98005)
B (20.19753, 19.52300, 25.38856)
F (21.32457, 19.82500, 26.12384)
F (19.20055, 18.93716, 26.23738)
F (19.76316, 20.73886, 24.72282)
F (20.55172, 18.64760, 24.40389)
B (14.86628, 22.89724, 24.61433)
F (15.11617, 21.79669, 25.48122)
F (13.56564, 22.77573, 24.19779)
F (15.22147, 24.04588, 25.33295)
F (15.65455, 22.59585, 23.48740)
B (13.26886, 21.31004, 17.06235)
F (13.71904, 22.31916, 16.27473)
F (12.60996, 20.28295, 16.30024)
F (14.40524, 20.73759, 17.68410)
F (12.37747, 21.75176, 18.07931)
B (19.86598, 24.90696, 21.40008)
F (19.73904, 26.04466, 22.13467)
F (19.35979, 23.77727, 22.19062)
F (19.15638, 25.01764, 20.17438)
F (21.15767, 24.54394, 21.11073)
B (13.78999, 15.95917, 22.16396)
F (13.50392, 14.97423, 21.20346)
F (12.65058, 16.12017, 23.02883)
F (14.82109, 15.53772, 23.00499)
F (14.09904, 17.21529, 21.56954)

Atoms 1-2, force components in eV/Å:
0.410 -0.588 -0.214
0.267 1.450 0.989

Values from the calculation:
- Gap between HOMO and LUMO: 9.740 eV
- Charge: +2
- HOMO level: -12.40 eV